# CH2O2S

An isolated molecule of CH2O2S (ωB97M-V/def2-TZVPD, OMol25).

```
6
Properties=species:S:1:pos:R:3:forces:R:3
C -0.4340 0.0849 0.7373 2.1 -0.9 2.5
O -0.3252 0.2146 1.9211 -0.2 -0.3 -1.1
O -0.0362 -0.5707 -1.7326 -1.9 -0.9 -2.5
S 0.6802 -0.7457 -0.4927 1.4 0.3 1.4
H -1.0798 0.5137 0.0609 -2.7 1.5 -1.4
H 1.1951 0.5032 -0.4939 1.3 0.3 1.0
```
Positions in Å, forces in eV/Å.

Properties
E_tot   -587.8772 Ha
M   78.09 Da
HOMO-LUMO gap   9.9 eV
Energy above the lowest of the compared OMol25 structures with the same formula, charge and spin   2.981 eV
Highest occupied orbital energy   -9.90 eV

Results of the natural (NBO) charge analysis, in e, for atoms 1 through 5: number 1, C, carries 0.24; number 2, O, carries -0.46; number 3, O, carries -0.99; number 4, S, carries 1.03; number 5, H, carries 0.13

***

# C5H8O2

C5H8O2 as an isolated structure (ωB97M-V/def2-TZVPD, OMol25).

```
15
Properties=species:S:1:pos:R:3:forces:R:3
C -1.5227 -0.7649 -0.0271 0.0 -0.1 0.0
C -0.5258 0.3826 -0.0783 0.2 -0.3 -0.3
O -1.1443 1.5663 -0.4516 0.1 0.1 0.1
C 0.5923 0.3843 1.0405 0.4 -0.3 0.2
C 1.5184 -0.5896 0.0671 -0.1 0.2 0.3
C 0.7308 0.1939 -0.8999 -0.1 0.3 -0.7
O 1.1330 1.0496 -1.6683 -0.2 -0.7 -0.1
H -2.4461 -0.4589 0.4735 0.2 0.1 0.0
H -1.7791 -1.0428 -1.0528 -0.1 0.0 0.1
H -1.1249 -1.6452 0.4864 0.0 0.1 -0.1
H -0.5557 1.9071 -1.1579 -0.3 0.2 0.2
H 0.8945 1.4248 1.2200 0.4 -0.5 -0.2
H 0.3757 -0.1316 1.9715 -0.2 0.1 0.0
H 2.5882 -0.6312 -0.1823 -0.2 0.6 0.9
H 1.1784 -1.5964 0.3157 -0.2 0.1 -0.3
```
Positions in Å, forces in eV/Å.

Properties
E_tot   -345.7458 Ha
M   100.12 Da
HOMO-LUMO gap   10.7 eV
Energy above the lowest of the compared OMol25 structures with the same formula, charge and spin   1.609 eV
Highest occupied orbital energy   -9.77 eV

Results of the natural (NBO) charge analysis, in e, for atoms 1 through 5: number 1, C, carries -0.62; number 2, C, carries 0.17; number 3, O, carries -0.70; number 4, C, carries -0.39; number 5, C, carries -0.49